{
  "formula": "C47H109N3O13P",
  "method": "the ωB97M-V functional and the def2-TZVPD basis",
  "symbols": ["C", "C", "C", "C", "C", "P", "N", "C", "C", "C", "C", "C", "C", "C", "C", "C", "O", "C", "N", "C", "C", "C", "C", "C", "O", "C", "C", "O", "C", "C", "O", "C", "C", "O", "N", "O", "H", "H", "H", "H", "H", "H", "H", "H", "H", "H", "H", "H", "H", "H", "H", "H", "H", "H", "H", "H", "H", "H", "H", "H", "H", "H", "H", "H", "H", "H", "H", "H", "H", "H", "H", "H", "H", "H", "H", "H", "H", "H", "H", "H", "H", "H", "H", "H", "H", "H", "H", "H", "H", "C", "C", "C", "O", "H", "H", "H", "H", "H", "H", "H", "H", "C", "C", "C", "O", "H", "H", "H", "H", "H", "H", "H", "H", "C", "C", "C", "O", "H", "H", "H", "H", "H", "H", "H", "H", "C", "C", "C", "O", "H", "H", "H", "H", "H", "H", "H", "H", "C", "C", "C", "O", "H", "H", "H", "H", "H", "H", "H", "H", "C", "C", "C", "O", "H", "H", "H", "H", "H", "H", "H", "H", "C", "C", "C", "O", "H", "H", "H", "H", "H", "H", "H", "H"],
  "positions_angstrom": [[-1.0130, -1.1837, -5.3968], [-0.5248, -0.8831, -4.1789], [-1.1191, 0.1906, -3.3112], [-0.2243, 1.4596, -3.2486], [-0.3029, 2.1906, -1.8993], [0.2411, 3.9133, -2.1944], [-0.6090, 4.7823, -3.1815], [-1.7469, 2.1182, -1.4443], [-2.2669, 3.1554, -0.4669], [-3.7891, 3.0831, -0.2106], [-4.6316, 2.6292, -1.4164], [-5.8788, 1.8308, -0.9874], [-6.7611, 2.5428, 0.0518], [-6.9778, 1.7088, 1.3242], [-8.0042, 0.5656, 1.1663], [-7.4516, -0.8339, 1.2701], [-6.7610, -1.2025, 0.0884], [-6.0699, -2.4164, 0.2415], [-2.1079, 0.7034, -1.0317], [-1.9483, 0.3740, 0.4239], [-0.6151, 0.6585, 1.0969], [-0.8542, 0.7348, 2.6168], [-1.5689, -0.3760, -1.9565], [-2.7716, -1.3514, -2.1753], [-2.3701, -2.6389, -2.4784], [-2.5125, -3.6343, -1.4813], [-1.1683, -4.2724, -1.1338], [-1.1850, -4.9146, 0.1264], [-1.1480, -4.0715, 1.2567], [0.2763, -3.8637, 1.7439], [0.2553, -2.8449, 2.7435], [0.7870, -3.3006, 3.9869], [0.4527, -2.3250, 5.0974], [-0.6155, -1.1695, -1.2975], [0.7231, -0.6851, -1.4139], [1.4529, -1.3935, -0.8669], [-0.7071, -2.0715, -5.9309], [-1.7442, -0.5380, -5.8722], [0.3612, -1.3971, -3.8201], [-2.0377, 0.5084, -3.8093], [-0.5920, 2.1437, -4.0138], [0.8069, 1.2263, -3.5096], [0.4029, 1.7055, -1.2254], [1.5681, 3.7662, -2.6373], [0.3621, 4.5106, -0.9247], [-1.4420, 4.3386, -3.5512], [-2.3244, 2.2995, -2.3518], [-2.0609, 4.1366, -0.8958], [-1.7557, 3.1630, 0.4965], [-4.0940, 4.0925, 0.0599], [-4.0619, 2.4835, 0.6606], [-4.9884, 3.5172, -1.9382], [-4.1125, 2.0027, -2.1386], [-6.4301, 1.5330, -1.8773], [-5.5123, 0.8981, -0.5415], [-7.7499, 2.6589, -0.3917], [-6.3551, 3.5120, 0.3266], [-7.2625, 2.3616, 2.1489], [-6.0251, 1.2606, 1.6292], [-8.5507, 0.6853, 0.2316], [-8.7336, 0.6541, 1.9726], [-8.2921, -1.5269, 1.4080], [-6.8124, -0.9569, 2.1520], [-6.7544, -3.2595, 0.3602], [-5.3764, -2.3788, 1.0888], [-5.4893, -2.5871, -0.6640], [-3.1214, 0.6919, -1.1805], [-2.7325, 0.8998, 0.9604], [-2.1676, -0.6870, 0.5507], [0.0871, -0.1588, 0.9539], [-0.1688, 1.5985, 0.7899], [-0.0047, 1.2270, 3.0842], [-0.9249, -0.2699, 3.0215], [-1.7381, 1.3234, 2.8566], [-3.3493, -0.9803, -3.0247], [-3.4328, -1.3275, -1.3012], [-2.9974, -3.2772, -0.5702], [-3.1573, -4.4174, -1.8809], [-0.3455, -3.5570, -1.1969], [-0.9692, -5.0602, -1.8569], [-1.5921, -3.0841, 1.0893], [-1.7386, -4.5381, 2.0465], [0.8924, -3.5075, 0.9155], [0.6820, -4.7714, 2.1857], [0.3857, -4.2834, 4.2448], [1.8732, -3.3744, 3.8949], [1.1654, -1.5044, 5.1541], [-0.5443, -1.9064, 4.9795], [0.4843, -2.8418, 6.0555], [-5.0797, 1.7268, -5.4673], [-4.6222, 3.1193, -5.0613], [-4.6508, 4.0947, -6.2233], [-3.2922, 3.0507, -4.5137], [-4.4215, 1.3212, -6.2409], [-5.0480, 1.0432, -4.6144], [-6.0969, 1.7427, -5.8576], [-5.2585, 3.4884, -4.2564], [-3.9807, 3.7596, -7.0202], [-4.3156, 5.0813, -5.9140], [-5.6564, 4.1841, -6.6355], [-2.7122, 2.7399, -5.2171], [3.6096, -6.3285, 0.2591], [3.1295, -5.6409, -1.0072], [3.3672, -4.1393, -0.9354], [1.7444, -5.9144, -1.2090], [3.0555, -5.9441, 1.1217], [3.4375, -7.4035, 0.2098], [4.6728, -6.1499, 0.4236], [3.6468, -6.0478, -1.8763], [2.8191, -3.7092, -0.0920], [3.0129, -3.6526, -1.8453], [4.4258, -3.9094, -0.8070], [1.2661, -5.5707, -0.4456], [5.7988, -4.2214, 2.9691], [5.1230, -4.5979, 4.2750], [5.7690, -5.8232, 4.8988], [3.7216, -4.8238, 4.0656], [5.7045, -5.0313, 2.2401], [5.3242, -3.3383, 2.5346], [6.8592, -4.0137, 3.1178], [5.1843, -3.7617, 4.9726], [5.6769, -6.6827, 4.2280], [5.2770, -6.0818, 5.8367], [6.8279, -5.6466, 5.0925], [3.6448, -5.5649, 3.4570], [10.5199, -5.8502, 5.3014], [9.8145, -5.6031, 3.9770], [10.7976, -5.5817, 2.8164], [9.0795, -4.3806, 4.0277], [11.2360, -5.0496, 5.5040], [9.8014, -5.8644, 6.1212], [11.0581, -6.7987, 5.2935], [9.0710, -6.3846, 3.8090], [11.5221, -4.7738, 2.9495], [10.2754, -5.4057, 1.8755], [11.3437, -6.5227, 2.7406], [9.6979, -3.6557, 4.1777], [-4.3744, 8.9281, -5.1615], [-3.6881, 8.4508, -6.4320], [-3.7045, 9.5197, -7.5131], [-4.3044, 7.2511, -6.9085], [-5.4233, 9.1635, -5.3623], [-4.3494, 8.1500, -4.3978], [-3.8932, 9.8216, -4.7630], [-2.6571, 8.1762, -6.2066], [-4.7338, 9.7723, -7.7819], [-3.2067, 9.1606, -8.4136], [-3.2050, 10.4292, -7.1784], [-5.2198, 7.4584, -7.1211], [0.0031, 4.7341, 3.4545], [-0.2750, 5.5645, 2.2116], [0.0612, 7.0302, 2.4291], [-1.6422, 5.4206, 1.8124], [-0.6125, 5.0810, 4.2881], [-0.2423, 3.6860, 3.2792], [1.0500, 4.8018, 3.7514], [0.3132, 5.1782, 1.3761], [-0.5530, 7.4439, 3.2330], [-0.1419, 7.6078, 1.5277], [1.1096, 7.1606, 2.6976], [-2.1888, 5.7563, 2.5297], [8.2432, -1.1468, 2.3790], [7.9894, -0.8465, 3.8482], [7.6442, 0.6173, 4.0741], [9.1236, -1.2155, 4.6328], [9.0904, -0.5602, 2.0124], [8.4847, -2.2018, 2.2429], [7.3710, -0.9075, 1.7686], [7.1732, -1.4742, 4.2090], [8.4734, 1.2564, 3.7589], [7.4636, 0.8090, 5.1318], [6.7558, 0.9056, 3.5105], [9.8725, -0.6819, 4.3492]],
  "forces_ev_per_a": [[0.3, 0.4, 1.2], [-0.4, -0.3, -1.2], [0.4, 0.8, -0.2], [0.1, -0.1, 0.1], [0.6, -0.4, -0.2], [-0.7, 0.9, -0.8], [0.2, -0.6, 0.4], [0.0, 0.7, -0.1], [-0.3, 0.0, 0.6], [0.0, 0.0, -0.4], [-1.2, 0.2, 0.5], [0.8, 0.0, 0.3], [-0.3, -0.8, 0.0], [0.3, -0.2, -0.1], [0.2, 0.4, 0.4], [-0.6, -0.4, -0.2], [0.4, 0.3, 0.1], [0.1, 0.0, -0.2], [0.0, 0.4, -0.1], [0.1, -0.3, 0.6], [-0.1, 0.0, 0.7], [0.3, 0.1, -0.3], [-0.2, -1.0, -0.5], [-0.1, -0.1, -0.1], [0.0, 0.1, -0.1], [0.1, -0.6, 0.3], [0.3, -0.1, -0.1], [-0.3, -0.2, 0.0], [0.1, 0.0, 0.3], [-0.2, 0.8, 0.3], [-0.3, -0.2, -0.1], [0.4, 0.4, 0.3], [0.0, 0.1, 0.0], [-0.1, 0.3, 0.4], [0.3, 0.2, -0.3], [0.0, -0.1, 0.1], [0.4, 0.2, -0.2], [-0.3, -0.3, 0.2], [-0.3, -0.3, 0.2], [-0.2, 0.0, 0.1], [0.0, 0.0, -0.2], [0.0, -0.1, 0.1], [-0.1, 0.2, 0.3], [0.1, -0.2, 0.4], [0.3, -0.3, 0.1], [-0.1, 0.2, -0.1], [0.0, -0.2, -0.1], [0.1, 0.0, -0.2], [0.1, -0.1, 0.0], [0.0, 0.0, 0.1], [0.3, -0.2, 0.0], [0.3, 0.0, -0.3], [0.1, 0.2, -0.2], [-0.2, 0.0, 0.0], [-0.1, -0.1, 0.0], [0.0, 0.5, 0.0], [0.0, 0.2, -0.1], [-0.2, 0.1, 0.0], [0.1, 0.1, 0.0], [-0.1, -0.1, -0.1], [-0.1, 0.0, -0.1], [0.0, -0.1, 0.0], [0.2, 0.2, 0.0], [0.0, -0.1, 0.1], [0.0, -0.1, 0.1], [0.0, 0.0, -0.1], [-0.1, -0.1, 0.0], [-0.1, 0.2, -0.2], [-0.1, 0.0, -0.2], [0.1, 0.1, -0.3], [0.0, 0.0, -0.3], [0.1, -0.1, 0.1], [-0.2, -0.1, 0.2], [-0.1, 0.0, 0.1], [-0.1, 0.2, 0.0], [0.0, -0.1, 0.2], [0.0, 0.4, 0.0], [-0.1, 0.0, -0.1], [-0.1, 0.2, 0.0], [0.2, 0.0, 0.0], [0.0, 0.0, -0.3], [0.0, -0.1, 0.0], [0.2, -0.2, -0.1], [0.1, -0.2, -0.3], [-0.1, -0.1, -0.2], [-0.1, -0.3, 0.0], [0.0, 0.1, -0.1], [-0.1, 0.0, 0.0], [0.0, 0.0, 0.0], [0.1, -0.1, 0.2], [0.0, -0.1, -0.4], [0.1, 0.0, 0.1], [0.1, -0.2, 0.4], [0.0, 0.0, -0.1], [0.0, 0.0, 0.0], [0.0, 0.0, 0.0], [0.1, 0.0, 0.1], [-0.1, -0.1, 0.0], [0.0, 0.0, 0.0], [0.0, 0.0, 0.0], [0.0, 0.1, -0.2], [0.1, -0.2, 0.0], [-0.1, 0.2, 0.4], [0.0, 0.0, -0.1], [0.0, 0.0, -0.2], [0.0, 0.1, 0.0], [0.0, 0.0, -0.1], [0.0, 0.0, 0.0], [-0.1, -0.1, 0.0], [0.1, 0.0, 0.0], [0.0, 0.0, 0.0], [0.0, 0.0, 0.0], [-0.1, -0.1, 0.0], [0.0, 0.3, -0.1], [0.2, -0.3, -0.2], [-0.1, 0.0, 0.1], [0.0, 0.2, 0.1], [0.0, -0.1, 0.1], [0.0, 0.0, 0.0], [0.0, -0.1, 0.0], [-0.1, 0.0, 0.0], [0.0, 0.0, 0.0], [0.0, 0.0, 0.0], [0.0, 0.0, 0.0], [0.0, -0.1, 0.0], [-0.1, 0.0, 0.1], [0.3, 0.2, 0.1], [-0.1, 0.0, -0.1], [-0.2, -0.1, -0.1], [0.0, 0.0, 0.0], [0.0, 0.0, 0.0], [0.0, 0.0, 0.0], [-0.1, 0.0, 0.0], [0.0, 0.0, 0.1], [0.0, 0.0, 0.0], [0.0, 0.0, 0.0], [-0.1, 0.1, 0.1], [0.0, -0.1, 0.1], [-0.2, 0.2, 0.0], [0.1, -0.1, -0.1], [0.2, 0.0, 0.1], [0.0, 0.1, 0.0], [0.0, 0.0, 0.0], [0.0, 0.0, 0.0], [0.0, -0.1, 0.0], [0.0, 0.0, 0.1], [0.0, 0.0, 0.0], [0.0, 0.0, 0.0], [-0.1, 0.0, 0.0], [0.0, -0.1, -0.1], [0.0, 0.2, 0.3], [0.0, 0.0, -0.1], [0.1, -0.2, -0.2], [0.0, 0.1, 0.0], [0.0, 0.0, 0.0], [0.0, 0.0, 0.0], [-0.1, 0.0, -0.1], [0.0, 0.0, 0.1], [0.0, 0.0, 0.0], [0.0, 0.0, 0.0], [-0.1, 0.1, 0.0], [0.0, -0.1, 0.0], [0.1, 0.2, -0.2], [0.0, 0.0, 0.1], [0.0, -0.3, 0.1], [0.0, 0.1, 0.0], [0.0, 0.0, 0.0], [0.0, 0.0, 0.0], [0.0, -0.1, 0.1], [0.0, 0.0, -0.1], [0.0, 0.0, 0.0], [0.0, 0.0, 0.0], [0.0, 0.1, 0.0]],
  "lowdin_charge": [0.07, -0.12, -0.23, -0.15, -0.39, 0.75, -0.26, -0.26, -0.14, -0.15, -0.20, -0.19, -0.19, -0.19, -0.16, -0.25, -0.20, -0.11, 0.07, -0.09, -0.20, -0.07, -0.32, -0.11, -0.08, -0.15, -0.17, -0.12, -0.18, -0.18, -0.16, -0.27, -0.07, -0.04, 0.04, 0.13, 0.07, 0.07, 0.11, 0.13, 0.10, 0.12, 0.10, 0.02, 0.00, -0.05, 0.12, 0.11, 0.10, 0.12, 0.10, 0.12, 0.08, 0.11, 0.09, 0.11, 0.10, 0.11, 0.10, 0.12, 0.12, 0.13, 0.12, 0.10, 0.09, 0.07, 0.14, 0.12, 0.13, 0.09, 0.10, 0.08, 0.06, 0.08, 0.15, 0.12, 0.11, 0.14, 0.11, 0.13, 0.11, 0.14, 0.10, 0.12, 0.12, 0.10, 0.07, 0.07, 0.08, -0.05, -0.48, -0.05, -0.08, 0.08, 0.06, 0.09, 0.13, 0.09, 0.06, 0.09, 0.09, -0.05, -0.48, -0.06, -0.05, 0.07, 0.09, 0.07, 0.14, 0.06, 0.07, 0.08, 0.06, -0.05, -0.47, -0.05, -0.07, 0.07, 0.08, 0.06, 0.14, 0.08, 0.08, 0.07, 0.07, -0.06, -0.50, -0.06, -0.08, 0.08, 0.08, 0.08, 0.13, 0.08, 0.08, 0.08, 0.07, -0.06, -0.49, -0.06, -0.07, 0.08, 0.08, 0.08, 0.14, 0.08, 0.08, 0.08, 0.09, -0.05, -0.50, -0.05, -0.06, 0.09, 0.05, 0.09, 0.11, 0.09, 0.08, 0.08, 0.09, -0.06, -0.50, -0.06, -0.05, 0.08, 0.07, 0.08, 0.13, 0.08, 0.08, 0.08, 0.09],
  "e_lumo_ev": -3.065,
  "e_tot_ev": -90871.654,
  "largest_force_ev_per_a": 1.5,
  "homo_energy_ha": -0.403,
  "charge": 1,
  "gap_ev": 7.889
}

{
  "formula": "C9H16N",
  "method": "the ωB97M-V functional and the def2-TZVPD basis",
  "symbols": ["C", "C", "C", "C", "C", "C", "C", "C", "C", "N", "H", "H", "H", "H", "H", "H", "H", "H", "H", "H", "H", "H", "H", "H", "H", "H"],
  "positions_angstrom": [[1.6129, 0.1817, -1.2647], [1.0083, 0.8296, -0.1219], [1.3097, -1.0493, -1.7861], [0.0529, -1.6676, -1.0198], [-0.0420, 0.8968, 0.9370], [-1.1922, -1.7336, -1.9650], [-0.8384, 2.3087, 0.6321], [0.7035, 1.1843, 2.2458], [-0.3537, -1.3222, 0.6036], [-0.9526, -0.1745, 1.2850], [2.4077, 0.7309, -1.6750], [1.6527, 1.6685, 0.0736], [0.3500, -2.7444, -1.0153], [-1.1048, -2.5658, -2.6256], [-1.2818, -0.8393, -2.7721], [-2.0164, -1.8291, -1.3846], [-0.1480, 3.0471, 0.7037], [-1.6830, 2.4204, 1.3407], [-1.3604, 2.3098, -0.3740], [1.2906, 0.3733, 2.4760], [-0.0344, 1.3696, 2.9293], [1.3047, 2.1660, 2.1643], [1.7338, -1.5173, -2.5848], [0.5818, -1.5396, 1.0656], [-1.0448, -2.2348, 0.8866], [-1.9558, -0.2694, 1.2457]],
  "forces_ev_per_a": [[-0.9, -0.4, 0.8], [0.5, -0.4, -0.9], [-5.2, 2.0, 5.5], [0.5, -0.6, -0.9], [-2.1, 2.3, 0.1], [2.9, 2.9, -3.4], [-2.5, -3.4, -1.4], [1.6, 3.4, -2.2], [-1.5, -3.6, -0.3], [2.4, -2.2, -3.2], [1.0, 0.7, -0.4], [0.0, 0.6, 0.2], [-0.2, 0.5, 0.8], [0.0, -0.9, -0.3], [0.0, -1.6, 2.3], [-2.7, -0.1, 1.5], [1.7, 2.5, 0.2], [0.9, -0.2, 0.1], [0.9, -0.1, 0.9], [1.5, -1.7, 0.9], [-1.7, 0.2, 2.0], [-0.5, -1.7, 0.2], [1.3, -1.2, -2.0], [0.9, -0.1, 0.6], [1.4, 1.6, -0.8], [-0.1, 1.4, -0.4]],
  "nbo_charge": [-0.36, 0.20, 0.17, -0.30, 0.03, -0.59, -0.55, -0.56, -0.23, -0.61, 0.24, 0.22, 0.25, 0.23, 0.22, 0.22, 0.21, 0.25, 0.23, 0.22, 0.24, 0.21, 0.23, 0.20, 0.23, 0.42],
  "e_lumo_ev": [-6.262, -6.263],
  "e_tot_ev": -11070.772,
  "largest_force_ev_per_a": 7.8,
  "homo_energy_ha": [-0.485, -0.485],
  "charge": 1,
  "gap_ev": [6.925, 6.924]
}